Molecular formula: C26H40N4O5S
Method: DFT, ωB97M-V with the def2-TZVPD basis set

Output
frontier orbital gap = 7.8048 eV
HOMO level = -8.05 eV
largest force on an atom = 1.07 eV/A
LUMO energy = -0.241 eV
relative energy (zero: lowest compared OMol25 entry of this formula, charge and spin) = 0.00 kcal/mol
structure (SMILES) = CCn1cc(C(=O)NCCN(CC(C)C)CC(C)C)c(=O)c2cc(S(=O)(=O)N3CCOCC3)ccc21
charge = 0
multiplicity = 1

Geometry (Å):
C -1.384 -5.561 0.941
C -1.422 -4.953 -0.459
N -1.139 -3.529 -0.426
C 0.126 -3.122 -0.645
C 0.555 -1.831 -0.624
C 2.012 -1.622 -0.903
O 2.766 -2.572 -1.053
N 2.388 -0.338 -0.997
C 3.763 0.051 -1.167
C 4.359 0.545 0.172
N 5.706 1.068 0.112
C 6.696 0.173 -0.462
C 6.826 -1.157 0.288
C 7.907 -2.009 -0.373
C 7.162 -0.911 1.756
C 5.773 2.427 -0.402
C 5.561 3.458 0.717
C 6.673 3.335 1.754
C 5.511 4.867 0.134
C -0.378 -0.764 -0.334
O -0.105 0.436 -0.326
C -1.741 -1.237 -0.036
C -2.703 -0.286 0.315
C -3.993 -0.666 0.578
S -5.206 0.562 1.056
O -4.953 0.971 2.405
O -6.511 0.054 0.734
N -4.766 1.825 0.047
C -5.029 3.163 0.538
C -4.288 4.145 -0.370
O -4.700 3.999 -1.711
C -4.465 2.693 -2.179
C -5.199 1.657 -1.322
C -4.361 -2.004 0.508
C -3.428 -2.961 0.183
C -2.099 -2.600 -0.095
H -1.595 -6.625 0.887
H -2.118 -5.091 1.590
H -0.399 -5.424 1.380
H -0.662 -5.428 -1.083
H -2.392 -5.120 -0.931
H 0.858 -3.887 -0.866
H 1.693 0.372 -0.781
H 4.303 -0.829 -1.520
H 3.821 0.840 -1.922
H 4.334 -0.286 0.880
H 3.713 1.333 0.567
H 6.502 -0.033 -1.529
H 7.660 0.687 -0.397
H 5.881 -1.704 0.225
H 8.869 -1.500 -0.339
H 7.659 -2.207 -1.413
H 8.005 -2.961 0.143
H 7.203 -1.851 2.302
H 6.412 -0.273 2.214
H 8.129 -0.419 1.843
H 6.763 2.594 -0.834
H 5.037 2.603 -1.201
H 4.606 3.249 1.209
H 6.733 2.310 2.106
H 7.631 3.608 1.315
H 6.484 3.990 2.601
H 5.363 5.600 0.924
H 4.696 4.963 -0.579
H 6.444 5.099 -0.377
H -2.409 0.750 0.368
H -4.670 3.213 1.565
H -6.106 3.383 0.517
H -4.515 5.176 -0.093
H -3.206 3.969 -0.290
H -4.824 2.669 -3.209
H -3.387 2.475 -2.157
H -4.945 0.643 -1.638
H -6.286 1.795 -1.407
H -5.387 -2.266 0.712
H -3.738 -3.992 0.149

Partial atomic charges computed with the natural (NBO) method, in multiples of e: C -0.620; C -0.205; N -0.375; C 0.142; C -0.327; C 0.669; O -0.665; N -0.610; C -0.255; C -0.216; N -0.467; C -0.201; C -0.232; C -0.598; C -0.607; C -0.204; C -0.218; C -0.610; C -0.604; C 0.588; O -0.643; C -0.210; C -0.113; C -0.355; S 2.323; O -0.930; O -0.941; N -0.683; C -0.260; C -0.074; O -0.519; C -0.075; C -0.260; C -0.141; C -0.278; C 0.276; H 0.222; H 0.216; H 0.219; H 0.218; H 0.208; H 0.245; H 0.434; H 0.227; H 0.193; H 0.200; H 0.197; H 0.165; H 0.194; H 0.203; H 0.198; H 0.208; H 0.210; H 0.206; H 0.218; H 0.199; H 0.195; H 0.170; H 0.191; H 0.224; H 0.195; H 0.205; H 0.210; H 0.205; H 0.199; H 0.262; H 0.242; H 0.188; H 0.202; H 0.171; H 0.201; H 0.170; H 0.218; H 0.200; H 0.247; H 0.223